# 1
Molecular formula: C12H27F9O21P3S3Zn
Method: DFT, ωB97M-V/def2-TZVPD

- ΔE to the lowest compared entry with this formula, charge and spin (kcal per mole) = 0.0
- HOMO-LUMO gap (eV) = 7.154
- spin multiplicity = 1
- charge = -1

Geometry as XYZ:
```
76
Properties=species:S:1:pos:R:3:forces:R:3
Zn -0.2443 0.7554 0.6270 -1.554 0.541 0.876
C 3.3099 3.2180 -0.8589 -1.073 -0.460 1.296
F 3.9002 4.2095 -1.4956 -0.166 0.311 -0.275
F 3.5870 2.0780 -1.5171 0.319 -0.281 -0.082
F 3.9173 3.1453 0.3812 -0.990 -0.009 -1.377
S 1.3475 3.4193 -0.7262 -1.577 1.927 2.552
O 0.8790 3.9245 -2.0249 1.224 -1.008 1.059
O 0.7399 2.1004 -0.3707 2.135 1.937 -1.967
O 1.2697 4.3460 0.4205 0.659 -1.386 -2.384
C -2.2459 2.8058 4.1853 -2.122 0.626 -2.998
F -2.6142 3.9493 4.7715 0.295 -0.671 0.607
F -1.2043 2.2600 4.7614 -0.226 -0.291 0.637
F -3.3777 1.9638 4.1911 2.372 1.102 0.325
S -1.8137 3.3745 2.3587 -0.823 4.017 -4.019
O -0.8758 4.5089 2.3920 -0.179 -2.097 1.937
O -1.3069 2.2309 1.5857 -0.266 -0.287 1.689
O -3.0414 3.9394 1.7083 0.655 -2.237 2.105
C -2.4536 -3.0091 0.9426 1.396 -0.935 1.855
F -2.9612 -2.3626 -0.0586 -0.792 0.603 -0.723
F -3.2985 -3.9590 1.3844 -0.716 0.672 0.290
F -1.4305 -3.7662 0.4707 0.524 0.805 0.107
S -1.9288 -1.7511 2.3786 1.527 0.448 1.182
O -1.2923 -0.6500 1.6629 -0.035 -0.748 -0.646
O -3.1235 -1.3003 3.0341 -0.822 -0.787 -0.474
O -0.9602 -2.4038 3.2626 -0.939 -0.498 -1.111
C 3.4513 -2.0682 3.7376 0.465 -0.324 -1.918
O 2.5480 -1.4909 2.6981 -0.165 0.629 1.115
P 2.3642 0.1200 2.7402 1.000 -0.277 0.267
O 1.3104 0.7483 1.8885 2.101 -1.458 1.274
O 3.9363 0.5106 2.4125 -0.869 0.974 0.019
C 4.5801 0.3636 1.0998 -0.379 -0.187 0.024
O 2.1986 0.4337 4.3065 -0.493 0.235 -0.274
C 1.0018 -0.0742 5.0680 0.398 -0.847 -0.818
H 2.9012 -2.6949 4.4395 -0.097 0.422 -0.084
H 4.2043 -1.4110 4.1728 -0.919 0.756 0.357
H 4.1326 -2.6716 3.1377 -0.363 -0.650 -0.029
H 5.4449 -0.2946 1.1836 -0.699 -1.027 0.267
H 5.1211 1.1939 0.6458 -0.768 1.107 1.009
H 3.8167 0.1203 0.3608 0.247 -0.596 0.007
H 0.5991 -0.9236 4.5162 -0.055 -0.073 -0.015
H 0.1653 0.6054 5.2309 0.702 0.578 -0.490
H 1.3388 -0.4366 6.0392 0.416 0.220 -0.189
C -4.9361 0.6116 0.2965 -0.218 1.181 0.639
O -4.6503 0.3183 -1.1097 1.753 0.184 -0.576
P -3.1084 0.5019 -1.5929 1.939 0.431 0.346
O -2.1255 0.7475 -0.4784 -1.918 -0.576 -2.466
O -3.0931 1.7452 -2.7242 -0.623 -1.542 0.510
C -1.8994 2.0401 -3.5190 1.023 -1.437 0.734
O -2.6967 -0.9167 -2.3934 -0.857 2.111 0.657
C -3.4395 -1.2112 -3.5918 -0.325 0.935 0.556
H -5.7383 0.0086 0.7219 0.340 -0.722 -0.648
H -5.3343 1.6233 0.3750 0.251 0.189 -0.340
H -4.0454 0.5885 0.9242 0.018 -0.328 -0.211
H -1.5057 1.1023 -3.9111 0.157 -0.373 0.261
H -1.1244 2.4748 -2.8878 -0.159 0.155 0.104
H -1.9692 2.6150 -4.4424 -1.351 0.543 0.501
H -4.4833 -1.3495 -3.3099 -0.097 -0.200 -0.217
H -3.0631 -2.0974 -4.1028 0.248 0.134 0.321
H -3.3634 -0.3158 -4.2086 -0.147 -0.291 -0.530
C 1.9322 -0.0010 -3.8343 0.154 0.915 1.024
O 0.7992 -0.7901 -3.3848 0.113 -0.356 0.079
P 0.6800 -1.4372 -1.9117 -2.014 1.246 1.039
O 0.4837 -0.4293 -0.7494 1.092 -4.690 -4.459
O -0.5365 -2.5557 -2.1188 1.564 0.894 -0.881
C -0.4463 -3.6498 -3.1322 1.144 0.531 0.559
O 2.0108 -2.2893 -1.7916 -0.767 1.024 0.742
C 2.8346 -2.6747 -2.8419 1.547 -1.879 -0.670
H 1.5722 0.9639 -4.1912 -0.217 -0.169 0.040
H 2.5787 -0.4352 -4.5969 -0.655 -0.648 -0.137
H 2.5942 0.2157 -2.9959 -0.083 0.074 0.163
H -1.0598 -3.6250 -4.0328 -1.046 0.865 0.653
H -0.6093 -4.5862 -2.5986 0.023 0.221 0.012
H 0.5179 -3.6585 -3.6405 0.456 -0.071 0.648
H 3.8276 -2.2287 -2.7858 -0.133 0.350 0.263
H 2.5242 -2.6176 -3.8852 -0.779 0.659 0.261
H 2.9801 -3.7453 -2.6980 0.219 -0.134 0.040
```
Positions in Å, forces in eV/Å.

Löwdin analysis output, partial charges in e:
1. Zn 0.51
2. C -0.58
3. F 0.14
4. F 0.08
5. F 0.08
6. S 0.60
7. O -0.33
8. O -0.37
9. O -0.31
10. C -0.58
11. F 0.11
12. F 0.14
13. F 0.06
14. S 0.57
15. O -0.33
16. O -0.36
17. O -0.36
18. C -0.61
19. F 0.16
20. F 0.11
21. F 0.09
22. S 0.52
23. O -0.35
24. O -0.29
25. O -0.33
26. C -0.06
27. O -0.23
28. P 0.54
29. O -0.20
30. O -0.23
31. C -0.07
32. O -0.22
33. C -0.01
34. H 0.09
35. H 0.08
36. H 0.08
37. H 0.08
38. H 0.07
39. H 0.08
40. H 0.06
41. H 0.07
42. H 0.09
43. C -0.05
44. O -0.21
45. P 0.62
46. O -0.24
47. O -0.23
48. C -0.07
49. O -0.27
50. C -0.09
51. H 0.09
52. H 0.09
53. H 0.08
54. H 0.06
55. H 0.07
56. H 0.09
57. H 0.09
58. H 0.08
59. H 0.07
60. C -0.07
61. O -0.23
62. P 0.61
63. O -0.24
64. O -0.23
65. C -0.04
66. O -0.18
67. C -0.15
68. H 0.10
69. H 0.08
70. H 0.08
71. H 0.08
72. H 0.10
73. H 0.06
74. H 0.10
75. H 0.08
76. H 0.10

# 2
Molecular formula: C12H28BaO16
Method: DFT, ωB97M-V/def2-TZVPD

- ΔE to the lowest compared entry with this formula, charge and spin (kcal per mole) = 11.9
- HOMO-LUMO gap (eV) = 5.953
- spin multiplicity = 1
- charge = -2

Geometry as XYZ:
```
57
Properties=species:S:1:pos:R:3:forces:R:3
Ba 0.2897 0.1282 0.0509 0.808 1.994 -0.547
O -1.6943 2.8868 2.7744 -0.130 -0.234 0.175
C -1.3410 3.3448 1.4994 0.706 0.152 -2.138
O -0.4856 2.6168 0.8987 -0.458 -0.657 0.908
O -1.8736 4.3474 1.0457 -0.471 0.273 1.039
H -1.2358 2.0348 2.7550 0.257 0.070 0.446
O 4.5319 2.0373 -1.2544 0.408 -0.519 0.034
C 3.2334 2.5392 -1.2113 -1.704 0.760 0.086
O 2.3594 1.7755 -0.7095 0.585 -0.836 0.236
O 3.0608 3.6663 -1.6552 0.685 0.198 -0.252
H 4.4244 1.1553 -0.8781 0.078 -0.022 0.105
O -3.1185 1.1916 -2.3913 -0.205 -0.253 -0.195
C -2.0260 2.0870 -2.3438 1.599 1.203 0.439
O -2.2921 3.2701 -2.5826 -0.710 -0.371 -0.489
O -0.9136 1.6004 -2.0529 -0.555 -1.196 0.137
H -3.7643 1.7914 -2.7854 -0.301 -0.129 0.193
O 2.9217 -3.0889 2.1302 0.090 -0.109 0.096
C 2.2165 -2.0415 1.5957 -1.092 1.801 -0.346
O 0.9853 -1.9259 1.8966 0.047 -1.156 0.626
O 2.7953 -1.2109 0.8893 0.859 -0.704 -0.343
H 2.3093 -3.4926 2.7556 -0.085 -0.072 -0.087
C 3.2164 1.4162 3.1187 -0.183 -0.388 -0.487
C 1.7856 1.6013 3.6093 0.689 -0.226 -0.394
O 0.9033 0.7849 2.8619 -0.690 -0.193 0.211
H 3.8415 2.2198 3.5106 0.252 -0.195 -0.029
H 3.2270 1.4071 2.0245 -0.110 0.583 0.003
H 3.6126 0.4148 3.3208 0.057 0.157 0.581
H 1.4956 2.6354 3.4310 -0.259 -0.052 0.039
H 1.7192 1.3704 4.6795 -0.157 0.126 0.026
H 0.9604 -0.1407 3.1346 0.224 -0.056 -0.128
C 1.3258 0.1878 -4.2795 -0.580 -0.350 -0.875
C 1.7213 -1.1005 -3.6007 1.051 0.340 0.599
O 1.7920 -0.8619 -2.1917 -0.478 -0.473 0.262
H 2.0458 0.9852 -4.1134 -0.094 0.023 0.383
H 0.3213 0.4753 -3.9650 0.197 0.319 0.297
H 1.2674 0.0474 -5.3684 0.067 -0.161 0.042
H 2.7270 -1.4103 -3.9115 -0.140 -0.099 -0.268
H 1.0424 -1.9409 -3.7710 -0.173 0.169 -0.169
H 2.6679 -1.0273 -1.8329 0.033 0.135 -0.023
C -1.4831 -4.0163 -0.5084 -0.540 -0.831 -0.282
C -1.2527 -3.1188 -1.7128 -0.709 0.688 0.655
O -1.3116 -1.7533 -1.3226 0.540 -0.037 -0.315
H -0.9309 -3.6846 0.3697 0.219 -0.039 -0.113
H -1.2495 -5.0554 -0.7720 0.407 0.085 0.160
H -2.5450 -4.0940 -0.2461 -0.003 0.462 0.034
H -2.0355 -3.2654 -2.4635 0.275 -0.381 -0.213
H -0.2625 -3.2784 -2.1348 -0.015 0.038 -0.091
H -2.2132 -1.4482 -1.1809 -0.050 -0.050 -0.077
C -4.5132 -0.3144 1.4935 0.053 0.649 -1.002
C -3.1107 0.2459 1.3158 -0.074 -0.418 1.636
O -2.1493 -0.8243 1.2011 -0.219 0.099 -0.731
H -5.2069 0.5287 1.4623 -0.080 -0.059 0.400
H -4.6051 -0.8733 2.4243 -0.123 -0.054 -0.029
H -4.7901 -0.9115 0.6187 0.065 -0.292 0.180
H -2.8254 0.7212 2.2553 -0.291 0.619 -0.240
H -3.0395 0.9680 0.5040 0.261 -0.278 -0.211
H -2.5312 -1.6027 1.6127 0.169 -0.056 0.048
```
Positions in Å, forces in eV/Å.

Löwdin analysis output, partial charges in e:
1. Ba 2.06
2. O 0.00
3. C -0.81
4. O -0.21
5. O 0.00
6. H 0.04
7. O 0.01
8. C -0.83
9. O -0.21
10. O -0.01
11. H 0.07
12. O -0.02
13. C -0.82
14. O -0.02
15. O -0.15
16. H 0.07
17. O 0.06
18. C -0.84
19. O -0.19
20. O -0.07
21. H 0.09
22. C -0.08
23. C -0.29
24. O -0.18
25. H 0.07
26. H 0.07
27. H 0.07
28. H 0.12
29. H 0.10
30. H 0.06
31. C -0.07
32. C -0.30
33. O -0.20
34. H 0.09
35. H 0.07
36. H 0.07
37. H 0.11
38. H 0.09
39. H 0.07
40. C -0.08
41. C -0.29
42. O -0.21
43. H 0.07
44. H 0.07
45. H 0.07
46. H 0.11
47. H 0.11
48. H 0.08
49. C -0.08
50. C -0.27
51. O -0.20
52. H 0.08
53. H 0.07
54. H 0.07
55. H 0.10
56. H 0.12
57. H 0.08

# 3
Molecular formula: C12H28BrN4O4
Method: DFT, ωB97M-V/def2-TZVPD

- ΔE to the lowest compared entry with this formula, charge and spin (kcal per mole) = 65.8
- HOMO-LUMO gap (eV) = 8.242
- spin multiplicity = 1
- charge = -1

Geometry as XYZ:
```
49
Properties=species:S:1:pos:R:3:forces:R:3
Br -0.3257 0.6581 0.2977 -0.013 -0.059 -0.177
C 0.1203 -1.5489 3.4387 -5.324 -2.769 4.813
C 0.4653 -0.2809 4.0357 1.530 1.533 5.440
O 1.1203 -0.3009 5.1197 -0.368 -0.088 -1.513
N -0.0557 0.8731 3.6367 -0.087 -1.357 -2.065
C 0.2343 2.1831 4.1607 -2.755 -3.741 0.613
H 0.1913 -2.3379 4.3467 0.740 1.553 -2.537
H 0.5483 -1.7259 2.5697 2.476 -1.328 -3.880
H -1.0237 -1.6979 3.2357 1.798 0.961 0.077
H -0.3507 0.7071 2.6827 -0.527 1.270 -0.503
H 1.1883 2.4171 4.1597 5.561 -0.162 1.836
H -0.2867 2.2251 5.0907 -0.221 1.255 0.447
H 0.1753 2.8021 3.3727 -2.789 2.930 -2.657
C 3.6643 2.0701 1.9227 0.491 0.271 -1.038
C 4.0443 0.9371 1.0357 2.940 -1.662 1.038
O 5.1853 0.4781 1.0577 1.366 0.408 0.663
N 3.2033 0.3091 0.2867 -4.247 -2.914 -3.553
C 3.3523 -1.0539 -0.4153 3.070 0.065 1.257
H 2.8103 1.8281 2.5107 -0.974 0.063 0.176
H 3.5133 2.8801 1.1927 -0.195 0.379 0.895
H 4.5093 2.2051 2.5967 -0.032 0.387 -0.295
H 2.3023 0.6651 0.0797 -1.117 0.697 0.428
H 2.5203 -1.7639 -0.6233 -0.387 1.466 0.894
H 4.0763 -1.5749 0.3277 -0.954 0.521 -1.715
H 3.8233 -0.9679 -1.4383 -0.064 0.233 1.255
C -4.3467 1.4111 -0.7953 -0.192 -0.801 -2.962
C -3.8067 2.6531 -1.4653 5.308 -3.950 2.300
O -4.4217 3.4561 -1.9953 -4.857 5.313 -3.015
N -2.4087 2.7011 -1.5753 1.943 0.243 -0.630
C -1.6297 3.8451 -2.1793 -2.436 3.527 1.946
H -3.5167 0.8181 -0.5213 0.521 -0.904 0.947
H -4.8947 0.8651 -1.6163 1.037 0.274 0.027
H -5.2017 1.4081 -0.1883 -0.531 1.019 1.856
H -1.7517 2.0411 -1.1523 -0.754 -0.178 0.255
H -1.9367 4.8091 -1.4773 0.165 -1.852 -1.982
H -1.8357 4.1891 -3.2543 0.050 -1.066 1.544
H -0.5617 3.9791 -1.9463 -0.242 -1.616 -0.251
C -0.5937 -2.9399 -1.2393 -7.766 -1.469 3.060
C -0.3307 -3.2429 -2.5483 7.837 -1.230 -2.399
O 0.9213 -3.1839 -2.7773 -1.581 0.112 -1.162
N -1.1487 -3.7179 -3.4363 -4.988 -2.304 -3.285
C -0.8267 -4.0979 -4.8963 3.548 0.895 2.404
H -0.3067 -2.0339 -0.9733 2.565 3.894 1.348
H -0.4577 -3.7149 -0.4673 0.102 0.338 -0.602
H -1.7347 -2.6109 -1.2833 1.270 -1.160 0.875
H -2.1397 -4.0379 -3.1393 2.487 1.187 -0.518
H 0.3343 -4.3519 -4.9403 -2.555 0.534 0.164
H -1.0177 -3.3049 -5.6023 -0.036 0.592 0.160
H -1.3927 -4.9229 -5.2083 -0.817 -1.311 0.020
```
Positions in Å, forces in eV/Å.

natural (NBO) analysis output, partial charges in e:
1. Br -0.92
2. C -0.69
3. C 0.64
4. O -0.70
5. N -0.61
6. C -0.43
7. H 0.24
8. H 0.23
9. H 0.22
10. H 0.43
11. H 0.20
12. H 0.21
13. H 0.22
14. C -0.69
15. C 0.65
16. O -0.69
17. N -0.60
18. C -0.44
19. H 0.23
20. H 0.22
21. H 0.24
22. H 0.42
23. H 0.24
24. H 0.22
25. H 0.19
26. C -0.72
27. C 0.69
28. O -0.62
29. N -0.68
30. C -0.44
31. H 0.24
32. H 0.22
33. H 0.23
34. H 0.44
35. H 0.18
36. H 0.20
37. H 0.23
38. C -0.67
39. C 0.61
40. O -0.68
41. N -0.59
42. C -0.41
43. H 0.28
44. H 0.24
45. H 0.18
46. H 0.39
47. H 0.24
48. H 0.20
49. H 0.19